(1)
A single C22H18N2O5 molecule. Source: OMol25; level of theory: wB97M-V/def2-TZVPD.

Calculated values
**Orbital gap**: 0.329 Eh
**E_HOMO**: -0.3186 hartree
**Structure (SMILES)**: NC(=O)c1ccc(NC(=O)COC(=O)c2cccc(Oc3ccccc3)c2)cc1
**E**: -1334.927407 hartree
**Energy relative to the best compared isomer or geometry (same formula, charge and spin)**: 74.88 kJ/mol
**Spin multiplicity**: 1

Each line ends with the natural charge from an NBO analysis.
Positions of all 47 atoms, in Å:
1 N -7.891 2.799 -0.196  -0.82
2 C -8.017 1.448 -0.137  0.66
3 O -9.095 0.901 -0.250  -0.61
4 C -6.749 0.695 0.076  -0.18
5 C -5.649 1.224 0.744  -0.19
6 C -4.503 0.474 0.929  -0.20
7 C -4.436 -0.826 0.436  0.16
8 N -3.312 -1.642 0.593  -0.59
9 C -2.103 -1.319 1.120  0.67
10 O -1.793 -0.243 1.570  -0.59
11 C -1.112 -2.499 1.146  -0.16
12 O 0.167 -2.059 0.723  -0.49
13 C 0.183 -1.502 -0.499  0.79
14 O -0.806 -1.444 -1.192  -0.60
15 C 1.518 -1.000 -0.888  -0.17
16 C 1.675 -0.451 -2.160  -0.17
17 C 2.912 0.024 -2.550  -0.20
18 C 3.992 -0.033 -1.686  -0.26
19 C 3.833 -0.564 -0.407  0.28
20 O 4.863 -0.706 0.476  -0.48
21 C 5.898 0.198 0.493  0.28
22 C 7.157 -0.287 0.830  -0.25
23 C 8.226 0.583 0.931  -0.19
24 C 8.050 1.937 0.697  -0.23
25 C 6.793 2.419 0.373  -0.21
26 C 5.714 1.559 0.274  -0.24
27 C 2.594 -1.055 -0.011  -0.17
28 C -5.542 -1.366 -0.222  -0.25
29 C -6.684 -0.615 -0.392  -0.14
30 H -6.996 3.251 -0.237  0.39
31 H -8.716 3.344 -0.383  0.40
32 H -5.686 2.221 1.158  0.21
33 H -3.658 0.891 1.449  0.25
34 H -3.403 -2.553 0.163  0.40
35 H -1.448 -3.326 0.511  0.19
36 H -0.979 -2.838 2.175  0.22
37 H 0.823 -0.411 -2.819  0.24
38 H 3.046 0.438 -3.538  0.22
39 H 4.962 0.325 -2.000  0.23
40 H 7.276 -1.344 1.012  0.23
41 H 9.202 0.201 1.192  0.22
42 H 8.886 2.614 0.772  0.22
43 H 6.645 3.475 0.203  0.22
44 H 4.731 1.939 0.039  0.22
45 H 2.480 -1.474 0.975  0.24
46 H -5.499 -2.378 -0.598  0.21
47 H -7.548 -1.027 -0.890  0.24

---

(2)
A 2-piece molecular cluster, C5H13O2 overall at a distorted geometry. Source: OMol25; level of theory: wB97M-V/def2-TZVPD.

Calculated values
**Orbital gap**: 0.234 Eh
**E_HOMO**: -0.0999 hartree
**E**: -348.755832 hartree
**Total charge**: -1
**Energy relative to the best compared isomer or geometry (same formula, charge and spin)**: 115.63 kJ/mol
**Spin multiplicity**: 1

Each line ends with the natural charge from an NBO analysis.
Positions of all 20 atoms, in Å:
1 C 0.421 -1.808 -0.391  -0.07
2 O -0.615 -2.040 -1.377  -0.77
3 C 0.147 -0.645 0.553  -0.43
4 C 0.171 0.727 -0.093  -0.23
5 C -0.178 1.850 0.885  -0.60
6 C 1.520 1.006 -0.771  -0.61
7 H 1.363 -2.016 -0.865  0.16
8 H 0.224 -2.638 0.293  0.15
9 H -0.810 -0.821 1.035  0.24
10 H 0.940 -0.811 1.298  0.18
11 H -0.647 0.801 -0.813  0.23
12 H -0.360 2.781 0.345  0.19
13 H 0.615 1.976 1.631  0.17
14 H -1.104 1.622 1.415  0.24
15 H 2.298 1.109 -0.010  0.19
16 H 1.770 0.315 -1.566  0.21
17 H 1.405 2.011 -1.196  0.19
18 H -2.581 -1.217 0.626  0.37
19 H -1.383 -1.525 -1.153  0.51
20 O -3.197 -0.679 0.152  -1.34

---

(3)
A single C9H18N2Si molecule at a distorted geometry. Source: OMol25; level of theory: wB97M-V/def2-TZVPD.

Calculated values
**Orbital gap**: 0.316 Eh
**E_HOMO**: -0.2871 hartree
**Structure (SMILES)**: Cc1nn(C)c(C)c1[Si](C)(C)C
**E**: -752.662285 hartree
**Energy relative to the best compared isomer or geometry (same formula, charge and spin)**: 171.06 kJ/mol
**Spin multiplicity**: 1

Each line ends with the natural charge from an NBO analysis.
Positions of all 30 atoms, in Å:
1 C -1.543 -1.427 -2.284  -0.63
2 C -1.307 -0.769 -0.924  0.13
3 N -2.408 -0.431 -0.350  -0.33
4 N -2.241 0.291 0.759  -0.18
5 C -3.260 0.559 1.694  -0.41
6 C -0.944 0.519 0.989  0.22
7 C -0.312 1.318 2.034  -0.68
8 C -0.209 -0.310 -0.273  -0.58
9 Si 1.674 -0.189 -0.387  1.62
10 C 1.976 1.645 -0.336  -1.14
11 C 1.903 -0.838 -2.209  -1.10
12 C 2.529 -1.212 0.993  -1.10
13 H -2.478 -2.062 -2.184  0.24
14 H -1.546 -0.661 -3.069  0.22
15 H -0.615 -2.041 -2.611  0.21
16 H -3.240 -0.221 2.572  0.20
17 H -3.219 1.530 2.114  0.21
18 H -4.295 0.343 1.315  0.24
19 H -0.817 1.313 3.056  0.23
20 H 0.724 1.065 2.020  0.23
21 H -0.395 2.393 1.702  0.23
22 H 1.000 2.041 -0.476  0.25
23 H 2.322 1.956 0.689  0.23
24 H 2.657 2.174 -1.091  0.25
25 H 1.357 -0.123 -2.917  0.24
26 H 3.051 -0.834 -2.537  0.23
27 H 1.454 -1.886 -2.157  0.23
28 H 2.720 -0.471 1.774  0.23
29 H 2.002 -1.993 1.482  0.25
30 H 3.462 -1.678 0.615  0.24

---

(4)
C16H19AlN4SSeTe as an isolated structure. Source: OMol25; level of theory: wB97M-V/def2-TZVPD.

Calculated values
**Orbital gap**: 0.277 Eh
**E_HOMO**: -0.5294 hartree
**E**: -4149.755486 hartree
**Total charge**: +2
**Energy relative to the best compared isomer or geometry (same formula, charge and spin)**: 44.16 kJ/mol
**Spin multiplicity**: 1

Each line ends with the natural charge from an NBO analysis.
Positions of all 43 atoms, in Å:
1 Al 0.157 0.272 0.144  1.11
2 C -1.292 -4.140 -2.072  -0.42
3 N -0.082 -3.348 -2.311  -0.30
4 C 0.983 -3.744 -3.095  -0.01
5 C 1.889 -2.760 -3.068  -0.05
6 N 1.379 -1.734 -2.256  -0.35
7 C 0.151 -2.136 -1.804  0.30
8 S -1.042 -1.393 -0.815  -0.20
9 C 2.084 -0.517 -2.039  0.42
10 C 3.290 -0.306 -2.692  -0.24
11 C 3.974 0.880 -2.505  -0.07
12 C 3.448 1.852 -1.667  -0.22
13 C 2.264 1.569 -1.040  0.08
14 N 1.579 0.412 -1.213  -0.64
15 H -1.177 -5.089 -2.586  0.25
16 H -2.160 -3.615 -2.464  0.24
17 H -1.411 -4.312 -1.005  0.25
18 H 1.000 -4.694 -3.597  0.27
19 H 2.844 -2.719 -3.551  0.26
20 H 3.712 -1.045 -3.350  0.25
21 H 4.915 1.038 -3.015  0.26
22 H 3.947 2.793 -1.490  0.27
23 H 1.827 2.274 -0.341  0.23
24 C -1.380 3.965 0.485  -0.84
25 Te -1.594 2.164 -0.624  0.70
26 C -3.285 1.420 0.440  -0.83
27 H -1.367 3.757 1.548  0.24
28 H -2.237 4.581 0.226  0.26
29 H -0.466 4.462 0.170  0.25
30 H -4.166 1.875 -0.002  0.26
31 H -3.176 1.690 1.487  0.26
32 H -3.330 0.339 0.327  0.25
33 Se 1.273 -0.114 2.110  -0.13
34 C -0.207 0.317 3.274  -0.15
35 C -0.777 1.580 3.276  -0.32
36 C -1.821 1.834 4.156  0.04
37 N -2.299 0.928 5.003  -0.38
38 C -1.725 -0.271 5.009  0.07
39 C -0.679 -0.632 4.166  -0.28
40 H -0.379 2.366 2.650  0.21
41 H -2.282 2.816 4.193  0.21
42 H -2.118 -0.988 5.720  0.22
43 H -0.261 -1.628 4.212  0.24

---

What did the first record say?
A single C22H18N2O5 molecule. Source: OMol25; level of theory: wB97M-V/def2-TZVPD.

Calculated values
**Orbital gap**: 0.329 Eh
**E_HOMO**: -0.3186 hartree
**Structure (SMILES)**: NC(=O)c1ccc(NC(=O)COC(=O)c2cccc(Oc3ccccc3)c2)cc1
**E**: -1334.927407 hartree
**Energy relative to the best compared isomer or geometry (same formula, charge and spin)**: 74.88 kJ/mol
**Spin multiplicity**: 1

Each line ends with the natural charge from an NBO analysis.
Positions of all 47 atoms, in Å:
1 N -7.891 2.799 -0.196  -0.82
2 C -8.017 1.448 -0.137  0.66
3 O -9.095 0.901 -0.250  -0.61
4 C -6.749 0.695 0.076  -0.18
5 C -5.649 1.224 0.744  -0.19
6 C -4.503 0.474 0.929  -0.20
7 C -4.436 -0.826 0.436  0.16
8 N -3.312 -1.642 0.593  -0.59
9 C -2.103 -1.319 1.120  0.67
10 O -1.793 -0.243 1.570  -0.59
11 C -1.112 -2.499 1.146  -0.16
12 O 0.167 -2.059 0.723  -0.49
13 C 0.183 -1.502 -0.499  0.79
14 O -0.806 -1.444 -1.192  -0.60
15 C 1.518 -1.000 -0.888  -0.17
16 C 1.675 -0.451 -2.160  -0.17
17 C 2.912 0.024 -2.550  -0.20
18 C 3.992 -0.033 -1.686  -0.26
19 C 3.833 -0.564 -0.407  0.28
20 O 4.863 -0.706 0.476  -0.48
21 C 5.898 0.198 0.493  0.28
22 C 7.157 -0.287 0.830  -0.25
23 C 8.226 0.583 0.931  -0.19
24 C 8.050 1.937 0.697  -0.23
25 C 6.793 2.419 0.373  -0.21
26 C 5.714 1.559 0.274  -0.24
27 C 2.594 -1.055 -0.011  -0.17
28 C -5.542 -1.366 -0.222  -0.25
29 C -6.684 -0.615 -0.392  -0.14
30 H -6.996 3.251 -0.237  0.39
31 H -8.716 3.344 -0.383  0.40
32 H -5.686 2.221 1.158  0.21
33 H -3.658 0.891 1.449  0.25
34 H -3.403 -2.553 0.163  0.40
35 H -1.448 -3.326 0.511  0.19
36 H -0.979 -2.838 2.175  0.22
37 H 0.823 -0.411 -2.819  0.24
38 H 3.046 0.438 -3.538  0.22
39 H 4.962 0.325 -2.000  0.23
40 H 7.276 -1.344 1.012  0.23
41 H 9.202 0.201 1.192  0.22
42 H 8.886 2.614 0.772  0.22
43 H 6.645 3.475 0.203  0.22
44 H 4.731 1.939 0.039  0.22
45 H 2.480 -1.474 0.975  0.24
46 H -5.499 -2.378 -0.598  0.21
47 H -7.548 -1.027 -0.890  0.24

---

Q: Look up the energy relative to the best compared isomer or geometry (same formula, charge and spin) of the first one.
A: 74.88 kJ/mol

---

Q: Look up the energy relative to the best compared isomer or geometry (same formula, charge and spin) of the first one.
A: 74.88 kJ/mol

---

What did the second record say?
A 2-piece molecular cluster, C5H13O2 overall at a distorted geometry. Source: OMol25; level of theory: wB97M-V/def2-TZVPD.

Calculated values
**Orbital gap**: 0.234 Eh
**E_HOMO**: -0.0999 hartree
**E**: -348.755832 hartree
**Total charge**: -1
**Energy relative to the best compared isomer or geometry (same formula, charge and spin)**: 115.63 kJ/mol
**Spin multiplicity**: 1

Each line ends with the natural charge from an NBO analysis.
Positions of all 20 atoms, in Å:
1 C 0.421 -1.808 -0.391  -0.07
2 O -0.615 -2.040 -1.377  -0.77
3 C 0.147 -0.645 0.553  -0.43
4 C 0.171 0.727 -0.093  -0.23
5 C -0.178 1.850 0.885  -0.60
6 C 1.520 1.006 -0.771  -0.61
7 H 1.363 -2.016 -0.865  0.16
8 H 0.224 -2.638 0.293  0.15
9 H -0.810 -0.821 1.035  0.24
10 H 0.940 -0.811 1.298  0.18
11 H -0.647 0.801 -0.813  0.23
12 H -0.360 2.781 0.345  0.19
13 H 0.615 1.976 1.631  0.17
14 H -1.104 1.622 1.415  0.24
15 H 2.298 1.109 -0.010  0.19
16 H 1.770 0.315 -1.566  0.21
17 H 1.405 2.011 -1.196  0.19
18 H -2.581 -1.217 0.626  0.37
19 H -1.383 -1.525 -1.153  0.51
20 O -3.197 -0.679 0.152  -1.34